Entry 1:
89
Properties=species:S:1:pos:R:3 method="wB97M-V/def2-TZVPD" lumo_energy_ev="-10.57 / -12.93" s_squared=0.77 spin_multiplicity=2 relative_energy_ev=0.585 orbital_gap_ev="5.71 / 3.33" homo_energy_ev="-16.28 / -16.26" total_charge=+3
Au 0.023 0.600 -0.573
C 0.379 3.043 -4.151
C 0.431 2.894 -2.773
N -0.005 1.667 -2.439
N -0.340 1.032 -3.574
C -0.121 1.836 -4.620
B -0.936 -0.404 -3.476
N 0.166 -1.403 -2.995
C 0.940 -2.306 -3.664
C 1.573 -3.098 -2.740
C 1.128 -2.619 -1.501
N 0.276 -1.587 -1.672
N -2.039 -0.297 -2.344
C -3.312 -0.694 -2.452
C -3.981 -0.457 -1.268
C -3.043 0.104 -0.425
N -1.877 0.215 -1.083
N -1.561 -0.790 -4.761
C -2.525 -0.088 -5.451
C -2.885 -0.832 -6.530
C -2.081 -1.995 -6.440
N -1.292 -1.975 -5.385
H 0.631 3.916 -4.730
H 0.689 3.619 -2.013
H -0.348 1.519 -5.626
H 1.004 -2.308 -4.738
H 2.225 -3.934 -2.936
H 1.329 -3.002 -0.510
H -3.672 -1.119 -3.376
H -5.016 -0.659 -1.047
H -3.158 0.442 0.583
H -2.890 0.870 -5.109
H -3.578 -0.571 -7.311
H -2.058 -2.838 -7.113
N 5.034 1.758 -2.461
C 4.256 1.004 -1.720
C 2.880 1.364 -1.480
N 2.132 0.577 -0.729
C 2.686 -0.530 -0.195
C 4.055 -0.860 -0.457
N 4.814 -0.121 -1.203
H 4.724 2.621 -2.891
H 5.994 1.459 -2.620
H 2.441 2.248 -1.916
H 2.068 -1.145 0.439
H 4.492 -1.754 -0.025
F -6.067 2.625 3.292
C -5.073 2.788 4.178
F -4.907 4.097 4.377
F -5.432 2.219 5.325
C -3.807 2.169 3.619
C -3.307 0.988 4.142
C -2.206 0.383 3.551
C -1.617 0.978 2.436
C -2.101 2.192 1.938
C -3.198 2.786 2.531
P -0.129 0.257 1.760
C 1.236 1.033 2.612
C 1.629 0.546 3.861
C 2.599 1.230 4.578
C 3.164 2.384 4.054
C 2.759 2.882 2.824
C 1.795 2.204 2.098
C 4.224 3.129 4.843
F 5.087 3.729 4.013
F 3.657 4.065 5.605
F 4.905 2.295 5.629
C -0.120 -1.518 1.997
C -1.286 -2.229 1.710
C -1.263 -3.616 1.671
C -0.078 -4.288 1.920
C 1.082 -3.594 2.244
C 1.069 -2.210 2.266
C 0.014 -5.794 1.761
F 0.481 -6.362 2.870
F 0.873 -6.066 0.759
F -1.163 -6.330 1.457
H -3.771 0.540 5.011
H -1.823 -0.543 3.962
H -1.629 2.671 1.086
H -3.586 3.724 2.154
H 1.179 -0.341 4.288
H 2.913 0.864 5.547
H 3.193 3.798 2.443
H 1.466 2.600 1.143
H -2.214 -1.707 1.512
H -2.160 -4.173 1.437
H 1.987 -4.140 2.479
H 1.974 -1.673 2.521



Entry 2:
115
Properties=species:S:1:pos:R:3 method="wB97M-V/def2-TZVPD" lumo_energy_ev="3.87 / 3.86" s_squared=2.04 spin_multiplicity=3 relative_energy_ev=0.671 orbital_gap_ev="4.12 / 5.67" homo_energy_ev="-0.25 / -1.80" total_charge=-2
Ti 0.157 -0.754 -0.142
O 0.144 -1.405 -2.244
S -0.341 -2.755 -2.737
C 0.922 -3.138 -4.000
C 1.388 -1.947 -4.839
C 2.754 -1.362 -4.474
C 2.787 -0.551 -3.180
S 2.814 -1.671 -1.750
O 2.055 -0.676 -0.696
C 4.446 -1.855 -1.381
C 5.444 -0.825 -1.404
C 6.740 -1.114 -1.044
C 7.125 -2.385 -0.617
C 6.133 -3.384 -0.517
C 4.838 -3.134 -0.865
C -1.649 -2.341 -3.885
C -2.299 -3.370 -4.550
C -3.310 -3.065 -5.447
C -3.661 -1.741 -5.669
C -3.012 -0.722 -4.986
C -2.006 -1.017 -4.078
H 0.467 -3.913 -4.621
H 1.738 -3.601 -3.445
H 0.638 -1.153 -4.790
H 1.425 -2.264 -5.886
H 3.072 -0.709 -5.294
H 3.504 -2.158 -4.413
H 1.901 0.071 -3.074
H 3.677 0.076 -3.138
H 5.182 0.187 -1.680
H 7.476 -0.316 -1.078
H 8.148 -2.587 -0.324
H 6.393 -4.367 -0.142
H 4.076 -3.895 -0.752
H -2.034 -4.400 -4.347
H -3.830 -3.862 -5.963
H -4.454 -1.504 -6.368
H -3.293 0.308 -5.142
H -1.512 -0.245 -3.501
S 0.896 -3.315 0.370
S -0.600 -4.575 0.967
S -2.054 -4.412 -0.512
S -2.347 -2.389 -0.691
C -0.230 -2.235 3.643
P -1.279 -1.205 2.529
C -1.010 0.477 3.251
N -2.010 1.087 3.896
C -1.713 2.285 4.485
C -2.718 3.016 5.127
C -2.435 4.200 5.794
C -1.128 4.675 5.833
C -0.116 3.978 5.190
C -0.380 2.787 4.490
N 0.615 2.160 3.815
C 0.267 1.038 3.130
P 1.434 0.367 1.883
C 2.597 -0.815 2.691
C 2.619 1.808 1.550
C 3.496 2.106 2.776
C 1.848 3.058 1.140
C 3.576 1.475 0.402
C -3.012 -1.719 3.116
C -3.201 -1.608 4.638
C -4.099 -0.907 2.416
C -3.228 -3.191 2.744
H -0.811 -2.641 4.469
H 0.559 -1.613 4.063
H 0.217 -3.047 3.075
H -3.724 2.614 5.091
H -3.230 4.749 6.286
H -0.899 5.595 6.359
H 0.907 4.338 5.192
H 2.753 -0.584 3.746
H 3.555 -0.772 2.173
H 2.208 -1.825 2.576
H 2.901 2.314 3.661
H 4.106 2.987 2.549
H 4.185 1.285 2.976
H 1.225 3.435 1.947
H 1.218 2.850 0.275
H 2.570 3.832 0.857
H 4.194 0.600 0.604
H 4.248 2.333 0.279
H 3.051 1.300 -0.534
H -2.995 -0.611 5.014
H -2.594 -2.337 5.173
H -4.247 -1.855 4.854
H -4.039 0.145 2.679
H -5.072 -1.293 2.742
H -4.036 -1.032 1.335
H -2.489 -3.844 3.209
H -3.202 -3.355 1.669
H -4.217 -3.483 3.112
C -1.520 3.037 0.375
C -1.762 1.852 -0.580
C -2.949 1.077 -0.039
C -0.546 0.943 -0.632
C -2.043 2.435 -1.968
C -3.286 2.339 -2.586
C -3.528 2.926 -3.823
C -2.526 3.617 -4.481
C -1.278 3.724 -3.879
C -1.048 3.148 -2.644
H -1.269 2.664 1.369
H -2.420 3.654 0.450
H -0.704 3.673 0.034
H -2.670 0.676 0.931
H -3.228 0.239 -0.678
H -3.823 1.718 0.117
H 0.277 1.389 -1.220
H -4.082 1.793 -2.101
H -4.509 2.828 -4.273
H -2.710 4.066 -5.450
H -0.480 4.265 -4.373
H -0.072 3.250 -2.189



Entry 3:
66
Properties=species:S:1:pos:R:3 method="wB97M-V/def2-TZVPD" smiles=CC#N.CC#N.CC#N.CC#N.CC#N.CC#N.CC#N.CC#N.CC#N.CC#N.CC#N lumo_energy_ev=0.31 relative_energy_ev=3.260 orbital_gap_ev=11.64 homo_energy_ev=-11.32
C -13.192 -6.649 -2.901
C -12.820 -5.886 -1.660
N -12.552 -5.228 -0.733
H -12.439 -7.387 -3.178
H -13.363 -6.055 -3.799
H -14.137 -7.120 -2.628
C -7.146 2.928 7.549
C -5.929 2.485 8.200
N -4.917 2.079 8.598
H -7.098 2.716 6.480
H -7.321 3.973 7.802
H -7.982 2.387 7.992
C -18.921 4.965 7.938
C -17.624 4.451 7.947
N -16.588 4.065 7.944
H -18.941 6.043 7.777
H -19.528 4.552 8.744
H -19.362 4.386 7.127
C -7.257 -5.800 3.560
C -7.736 -4.542 4.216
N -8.118 -3.579 4.744
H -6.175 -5.674 3.523
H -7.698 -5.845 2.563
H -7.602 -6.621 4.188
C -17.314 8.307 -0.377
C -16.787 7.739 0.855
N -16.372 7.276 1.844
H -16.989 7.731 -1.242
H -17.123 9.373 -0.503
H -18.362 8.012 -0.419
C -11.696 2.357 2.305
C -10.855 3.292 1.495
N -10.219 4.048 0.921
H -11.308 1.339 2.304
H -12.715 2.410 1.921
H -11.753 2.712 3.334
C -12.186 4.537 -5.742
C -11.182 5.269 -6.630
N -10.437 5.815 -7.279
H -12.149 5.053 -4.783
H -11.660 3.590 -5.623
H -13.093 4.256 -6.277
C -18.136 -1.329 -2.235
C -17.350 -0.092 -2.212
N -16.735 0.901 -2.144
H -19.199 -1.159 -2.064
H -17.835 -2.005 -1.434
H -17.967 -1.859 -3.172
C -5.604 2.762 -5.152
C -4.320 2.285 -4.668
N -3.247 1.962 -4.253
H -5.406 3.695 -5.678
H -6.270 3.012 -4.326
H -6.043 2.052 -5.853
C -11.246 8.441 6.577
C -10.746 8.250 8.031
N -10.411 8.039 9.106
H -10.398 8.432 5.893
H -11.821 9.339 6.349
H -11.871 7.567 6.392
C -15.469 -1.471 7.257
C -16.571 -1.341 6.306
N -17.443 -1.216 5.578
H -15.368 -2.482 7.653
H -15.577 -0.889 8.172
H -14.564 -1.172 6.730



Entry 4:
7
Properties=species:S:1:pos:R:3 method="wB97M-V/def2-TZVPD" lumo_energy_ev="-0.35 / -0.36" relative_energy_ev=2.421 orbital_gap_ev="8.56 / 8.56" homo_energy_ev="-8.92 / -8.92"
C 1.138 0.835 -0.282
C -0.765 -0.436 0.096
O 1.909 0.551 -1.076
F -1.149 -0.956 -1.081
F -1.820 0.286 0.524
I -0.300 -2.068 1.390
H 0.986 1.788 0.429



Entry 5:
58
Properties=species:S:1:pos:R:3 method="wB97M-V/def2-TZVPD" lumo_energy_ev=-2.98 relative_energy_ev=0.000 orbital_gap_ev=7.22 homo_energy_ev=-10.21 total_charge=+1
Sc -0.584 0.395 -0.577
O -0.833 -0.549 -2.367
C -0.348 -1.589 -1.781
O -0.649 -1.745 -0.561
C 0.803 -2.306 -2.386
C 0.703 -3.461 -3.141
C 1.864 -4.025 -3.648
C 3.098 -3.436 -3.401
C 3.184 -2.274 -2.649
C 2.033 -1.693 -2.129
P 2.040 -0.111 -1.190
C 3.176 -0.327 0.192
C 3.427 -1.589 0.727
C 4.218 -1.714 1.863
C 4.754 -0.584 2.464
C 4.498 0.676 1.937
C 3.706 0.807 0.807
C 2.791 1.085 -2.318
C 4.173 1.256 -2.366
C 4.737 2.135 -3.279
C 3.923 2.845 -4.152
C 2.545 2.677 -4.111
C 1.982 1.803 -3.193
H -0.260 -3.916 -3.333
H 1.805 -4.929 -4.240
H 3.997 -3.884 -3.803
H 4.152 -1.819 -2.473
H 3.020 -2.477 0.261
H 4.420 -2.696 2.272
H 5.376 -0.684 3.344
H 4.915 1.558 2.405
H 3.512 1.795 0.402
H 4.820 0.719 -1.682
H 5.810 2.266 -3.306
H 4.362 3.535 -4.860
H 1.906 3.233 -4.784
H 0.904 1.697 -3.175
C -2.556 -0.208 2.406
C -1.213 0.440 2.597
O -0.251 0.023 1.562
H -3.242 0.177 3.163
H -2.509 -1.292 2.509
H -3.004 0.022 1.438
H -0.765 0.177 3.553
H -1.240 1.523 2.515
H 0.081 -0.862 1.756
C -3.429 0.934 -2.868
S -3.039 1.572 -1.220
C -2.492 3.210 -1.532
C -1.322 3.672 -1.073
S -0.102 2.796 -0.149
S -1.015 5.357 -1.365
C -2.494 5.732 -2.205
S -2.811 7.172 -2.866
S -3.552 4.349 -2.322
H -4.099 0.088 -2.730
H -2.531 0.618 -3.391
H -3.946 1.706 -3.433



Entry 6:
17
Properties=species:S:1:pos:R:3 method="wB97M-V/def2-TZVPD" lumo_energy_ev=-3.98 relative_energy_ev=6.942 orbital_gap_ev=11.46 homo_energy_ev=-15.44 total_charge=+1
C -1.198 1.611 -1.903
C -1.256 0.665 -0.702
C 0.217 0.406 -0.521
N 1.715 -1.752 2.325
N 1.563 -1.357 1.182
O 1.050 -1.650 3.548
O 0.831 -0.244 -1.463
O 0.496 -0.660 0.964
H -0.621 2.438 -1.773
H -0.877 0.990 -2.794
H -2.179 2.077 -2.111
H -1.819 1.115 0.229
H -1.767 -0.378 -0.733
H 0.785 1.220 -0.199
H 2.624 -2.271 2.609
H 0.284 -0.791 -2.054
H 0.153 -1.418 3.394



| no. | largest force on an atom (eV/Å) |
| --- | --- |
| 1 | 1.42 |
| 2 | 0.75 |
| 3 | 6.09 |
| 4 | 4.89 |
| 5 | 1.33 |
| 6 | 5.41 |